73
Properties=species:S:1:pos:R:3 method="wB97M-V/def2-TZVPD" e_homo_ev="-8.6064 / -8.6063" gap_ha="0.15750 / 0.15736" charge=+1 s2=8.755 relative_energy_kj_mol=67.04 fmax_ev_per_a=5.81 lumo_energy_ha="-0.1588 / -0.1589" multiplicity=6
Mn -0.23320 -0.61725 -0.26868
C 2.56359 -3.46982 -3.78597
N 1.35836 -2.92688 -3.15336
C 0.12458 -3.22504 -3.83378
C 1.29989 -2.67336 -1.69972
O -0.04594 -2.12542 -1.47361
C 2.50027 -1.64537 -1.25593
O 2.13511 -0.80922 -0.14181
C 2.61348 -1.25355 1.15799
C 1.38359 -1.26440 2.07947
O 0.32715 -0.59779 1.79342
N 1.34210 -2.07071 3.15597
C 0.14864 -1.89360 4.01635
C 2.53120 -2.70496 3.77543
H 2.58947 -4.56728 -3.76754
H 2.62108 -3.06442 -4.83095
H 3.48981 -3.07842 -3.30667
H 0.30903 -3.89314 -4.68058
H -0.59850 -3.64511 -3.10783
H -0.31300 -2.27837 -4.28521
H 3.47911 -2.17399 -1.03624
H 2.73027 -1.03492 -2.16005
H 3.09075 -2.23042 1.13371
H 3.37252 -0.53323 1.53187
H 0.18884 -0.90138 4.49544
H -0.77785 -1.99956 3.41387
H 0.14681 -2.67110 4.76528
H 2.22906 -3.58376 4.31853
H 3.25766 -2.96108 3.00519
H 2.98805 -1.97143 4.52421
O 3.79471 7.22788 0.91815
S 2.78015 8.09730 0.47453
O 1.97938 8.81894 1.47382
O 2.88508 8.81645 -0.78160
C 1.25956 7.27956 -0.06716
N 0.30877 8.19256 -0.33108
C -0.85071 7.65252 -0.68292
C -1.08075 6.26545 -0.86975
C 0.03320 5.43689 -0.74459
N 1.23150 5.98713 -0.36450
C 0.04965 4.03688 -1.06439
C 1.26077 3.36314 -0.84874
C 1.31042 1.99660 -0.77244
N 0.25443 1.25522 -1.20205
C -0.85615 1.88188 -1.68373
C -1.03113 3.25434 -1.56165
H -1.65319 8.37470 -0.84481
H -2.01118 5.89699 -1.26634
H 2.12516 4.00161 -0.68414
H 2.19187 1.48913 -0.34679
H -1.55312 1.20051 -2.09913
H -2.06909 3.60736 -1.75536
I 1.04970 -5.81251 -1.53060
C 1.55695 -3.87017 -0.88242
H 2.67288 -3.99249 -0.65533
H 1.05768 -3.81694 0.09267
N -4.83093 -2.21756 1.58822
C -4.03869 -2.89349 0.51119
C -2.58717 -2.51695 0.52622
N -2.44400 -1.03960 0.35280
C -3.15521 -0.34076 1.46275
C -4.63721 -0.76459 1.64901
H -4.45774 -2.67087 2.42065
H -5.80935 -2.49994 1.50177
H -4.48230 -2.71588 -0.50476
H -4.13606 -4.00463 0.58480
H -2.13406 -2.98242 -0.31426
H -2.07935 -2.75508 1.43502
H -2.85232 -0.83284 -0.56808
H -3.16726 0.73855 1.31297
H -2.48883 -0.58153 2.34220
H -5.22610 -0.35740 0.82137
H -5.02188 -0.34097 2.57961